Record 1
{"formula": "C32H24AsClN4O8S4V", "method": "ωB97M-V/def2-TZVPD", "species": ["As", "V", "Cl", "S", "S", "S", "S", "O", "O", "O", "O", "O", "O", "O", "O", "N", "N", "N", "N", "C", "C", "C", "C", "C", "C", "C", "C", "C", "C", "C", "C", "C", "C", "C", "C", "C", "C", "C", "C", "C", "C", "C", "C", "C", "C", "C", "C", "C", "C", "C", "C", "H", "H", "H", "H", "H", "H", "H", "H", "H", "H", "H", "H", "H", "H", "H", "H", "H", "H", "H", "H", "H", "H", "H", "H"], "coordinates": [[-3.03993, -0.67859, 1.77008], [-0.89010, 0.34096, 0.17517], [-0.30275, 3.15046, 2.46629], [1.36709, 0.76784, 0.54323], [-4.27696, 0.61114, -0.44366], [0.39648, 1.46986, -3.15164], [1.67659, -1.80916, 3.74931], [-1.99091, -2.09150, 1.71442], [-4.19836, 1.31119, 0.84061], [1.05248, -1.48329, 4.99675], [1.81270, -3.19233, 3.38852], [-4.77392, 1.32818, -1.56944], [-1.81317, 0.48474, 1.70485], [-3.48884, -0.66232, 3.44127], [-2.97093, -0.11731, -0.66267], [0.03672, 0.23851, -2.04033], [0.95031, -1.35938, -3.50748], [0.92952, -0.99088, 2.50952], [-0.66528, -1.43477, -0.24412], [-0.29308, 3.53341, -0.24403], [4.41029, -1.11546, 4.30408], [0.36410, -0.96521, -2.32643], [3.13071, -0.12303, 2.50989], [0.10152, -1.94695, -1.28022], [1.75781, -0.18793, 1.91976], [-6.45420, -3.00960, 1.10891], [3.90201, 1.13264, -5.12206], [3.99888, -0.23961, -5.29516], [-5.27330, -0.78145, 0.00613], [1.95018, -0.54458, -4.08569], [1.00326, 5.06467, 1.15660], [-4.69944, -1.42352, 1.09597], [3.03458, -1.08362, -4.75758], [-0.47892, -3.64385, 0.81627], [4.19614, 0.67776, 2.13772], [5.48597, -0.32008, 3.92592], [-1.39102, -2.49398, 0.49149], [1.37447, 5.81284, 0.05261], [0.89181, 5.45443, -1.19462], [0.47696, -3.97862, -0.04357], [0.66244, -3.16766, -1.23513], [1.83751, 0.82897, -3.93819], [0.07914, 4.34181, -1.32737], [-7.03265, -2.37032, 0.02000], [0.17293, 3.96408, 1.00774], [3.24450, -0.99069, 3.57985], [-1.20569, 2.36432, -0.47949], [5.37947, 0.56763, 2.85866], [-6.44621, -1.24121, -0.54564], [-5.27057, -2.53876, 1.67026], [2.82556, 1.66776, -4.42541], [-0.30878, 4.08658, -2.30249], [-4.81335, -3.01603, 2.52514], [3.12154, -2.16024, -4.86799], [2.74213, 2.73868, -4.27591], [4.66363, 1.78760, -5.52479], [4.48607, -1.80412, 5.13713], [-0.64591, -4.14889, 1.75945], [-6.89397, -0.72354, -1.38559], [1.09624, -2.34894, -3.60550], [6.22953, 1.18248, 2.59126], [6.41595, -0.38804, 4.47622], [1.34293, -3.49736, -2.00736], [-7.95631, -2.75398, -0.39379], [1.13379, 6.05324, -2.06580], [-2.08683, 2.48032, 0.16191], [1.14603, -4.80712, 0.15485], [-1.53668, 2.34891, -1.51434], [-2.83774, -0.16172, 3.95675], [-6.92881, -3.88832, 1.52645], [1.33894, 5.33491, 2.15011], [-2.19124, -2.83025, -0.18243], [4.83056, -0.66351, -5.84268], [4.09376, 1.37187, 1.31171], [2.01263, 6.67989, 0.17572]], "de_lowest_ev": 2.815, "spin_multiplicity": 2, "homo_lumo_gap_ev": [6.77, 7.28], "lumo_ev": [-1.10, -0.65]}

=====

Record 2
{"formula": "C5H12NO2", "method": "ωB97M-V/def2-TZVPD", "species": ["O", "O", "N", "C", "C", "C", "C", "C", "H", "H", "H", "H", "H", "H", "H", "H", "H", "H", "H", "H"], "coordinates": [[2.73178, -0.06913, 3.04190], [-1.54871, 2.59327, 0.42016], [0.73102, 1.08935, 1.09523], [-0.50295, -0.95055, -1.74263], [-0.48388, -2.21918, -2.16800], [0.13937, -0.72530, -0.36788], [-1.47634, 1.57775, -0.35163], [-0.41188, 0.46667, 0.43428], [-1.03133, 1.81742, -1.35787], [2.19451, 0.66249, 2.69064], [-0.99056, -0.14466, -2.26836], [0.45530, 1.67125, 1.89063], [-1.16556, 0.07574, 1.11851], [-0.10224, -1.56095, 0.28407], [-0.77423, -2.42624, -3.19459], [1.21187, -0.65981, -0.50767], [-2.30752, 0.85901, -0.48766], [2.23932, -0.77763, 2.64621], [1.13285, 1.73578, 0.41900], [-0.04083, -3.01528, -1.59434]], "de_lowest_ev": 2.402, "spin_multiplicity": 2, "homo_lumo_gap_ev": [10.42, 8.09], "lumo_ev": [0.72, -1.82]}